(1)
{"formula": "C43H47IN5O3P2RuS2Se2Si", "method": "the ωB97M-V functional and the def2-TZVPD basis", "spin_multiplicity": 5, "gap_ev": [7.029, 5.373], "total_charge": 1, "s2": 6.02, "homo_energy_ev": [-10.3, -10.2], "symbols": ["Ru", "Se", "P", "Se", "C", "C", "C", "C", "C", "C", "C", "C", "C", "C", "C", "C", "H", "H", "H", "H", "H", "H", "H", "H", "H", "H", "C", "C", "C", "O", "P", "S", "S", "O", "C", "C", "C", "H", "H", "H", "H", "H", "H", "H", "H", "H", "H", "H", "H", "H", "H", "N", "C", "N", "N", "C", "N", "H", "H", "H", "H", "I", "C", "C", "C", "C", "N", "C", "H", "H", "H", "H", "O", "Si", "C", "C", "C", "C", "C", "C", "C", "C", "C", "C", "C", "C", "C", "C", "C", "C", "C", "C", "H", "H", "H", "H", "H", "H", "H", "H", "H", "H", "H", "H", "H", "H", "H"], "positions_angstrom": [[-0.2155, 0.1776, -0.3027], [-1.7559, 0.4664, 4.3006], [0.1475, 0.1003, 3.4992], [0.1960, -1.1897, 1.6385], [1.0753, 1.6206, 3.1480], [1.6779, 1.9147, 1.9332], [2.3043, 3.1399, 1.7359], [2.3418, 4.0674, 2.7635], [1.7679, 3.7649, 3.9934], [1.1384, 2.5485, 4.1898], [1.2327, -0.8657, 4.5692], [0.7582, -1.4130, 5.7537], [1.6289, -2.1146, 6.5775], [2.9588, -2.2673, 6.2169], [3.4309, -1.7276, 5.0250], [2.5703, -1.0273, 4.1996], [1.6953, 1.1792, 1.1373], [2.7665, 3.3604, 0.7820], [2.8252, 5.0239, 2.6136], [1.8031, 4.4855, 4.7996], [0.6772, 2.3213, 5.1431], [-0.2814, -1.2831, 6.0259], [1.2642, -2.5412, 7.5022], [3.6345, -2.8081, 6.8666], [4.4675, -1.8532, 4.7419], [2.9353, -0.6112, 3.2669], [-3.9107, 2.3019, -1.7216], [-3.5371, 2.6102, -3.1542], [-4.7323, 2.6957, -4.0857], [-2.5417, 1.6731, -3.6640], [-2.5580, 0.0947, -3.7382], [-1.6457, -0.5086, -5.3222], [-1.9153, -0.6833, -1.9118], [-4.1051, -0.2336, -3.7087], [-4.8392, -1.4910, -3.5679], [-4.0635, -2.6976, -4.0504], [-5.3164, -1.6221, -2.1352], [-4.6653, 3.0125, -1.3801], [-3.0371, 2.3767, -1.0758], [-4.3242, 1.2965, -1.6399], [-2.9902, 3.5527, -3.1919], [-5.4460, 1.8964, -3.8953], [-4.4110, 2.6334, -5.1248], [-5.2312, 3.6543, -3.9372], [-5.6997, -1.3344, -4.2188], [-3.2056, -2.9025, -3.4076], [-3.7069, -2.5602, -5.0688], [-4.7273, -3.5626, -4.0239], [-4.4870, -1.8632, -1.4705], [-6.0540, -2.4230, -2.0721], [-5.7855, -0.6968, -1.7991], [1.9648, 3.4078, -4.5185], [1.3453, 2.2371, -4.6794], [1.3787, 1.6025, -5.8436], [0.6476, 1.6625, -3.7142], [0.4824, 1.8776, -2.4951], [0.1750, 1.9740, -1.3570], [2.5462, 3.7881, -5.2451], [2.0823, 3.7767, -3.5899], [1.7871, 2.0182, -6.6620], [0.7499, 0.8135, -5.9457], [-2.2915, 5.2562, 1.9487], [-2.6024, 3.2495, 1.5421], [-3.8226, 2.6361, 1.7882], [-3.9528, 1.2876, 1.5159], [-2.8759, 0.5928, 1.0075], [-1.7188, 1.2039, 0.7140], [-1.5767, 2.5122, 0.9896], [-4.6509, 3.2006, 2.1949], [-4.8736, 0.7603, 1.7193], [-2.9300, -0.4672, 0.8083], [-0.6207, 2.9562, 0.7570], [1.3336, -0.5763, -1.0087], [2.7770, -1.0412, -1.6958], [3.7801, 0.5012, -2.0722], [3.8115, 1.5716, -1.1720], [4.6661, 2.6496, -1.3588], [5.5191, 2.6739, -2.4568], [5.4946, 1.6293, -3.3696], [4.6256, 0.5596, -3.1824], [2.5157, -2.0669, -3.2148], [1.3642, -1.9380, -3.9962], [1.1742, -2.7305, -5.1200], [2.1375, -3.6608, -5.4841], [3.2901, -3.7998, -4.7235], [3.4724, -3.0152, -3.5948], [3.8117, -2.0087, -0.4796], [3.2562, -2.8725, 0.4668], [4.0550, -3.6403, 1.3025], [5.4364, -3.5673, 1.1970], [6.0125, -2.7204, 0.2608], [5.2072, -1.9474, -0.5634], [3.1821, 1.5444, -0.2899], [4.6925, 3.4568, -0.6363], [6.2065, 3.4994, -2.5923], [6.1634, 1.6391, -4.2213], [4.6256, -0.2570, -3.8970], [0.5964, -1.2221, -3.7255], [0.2697, -2.6204, -5.7034], [1.9843, -4.2871, -6.3537], [4.0394, -4.5299, -5.0006], [4.3680, -3.1521, -2.9992], [2.1824, -2.9629, 0.5468], [3.5994, -4.3011, 2.0294], [6.0634, -4.1733, 1.8385], [7.0898, -2.6580, 0.1766], [5.6778, -1.2757, -1.2735]], "atomic_forces_ev_per_a": [[0.381, -0.319, -0.709], [0.061, 0.013, -0.054], [-0.287, 0.053, 0.208], [-0.127, -0.036, 0.090], [-0.010, 0.049, -0.058], [0.110, 0.011, -0.001], [-0.022, -0.017, 0.038], [-0.003, 0.013, 0.017], [0.011, 0.019, 0.007], [-0.069, 0.032, -0.068], [0.160, -0.046, -0.078], [0.019, -0.026, 0.005], [-0.022, -0.002, -0.010], [-0.003, 0.004, -0.003], [-0.009, -0.013, 0.013], [-0.024, -0.024, -0.008], [-0.002, -0.045, 0.037], [-0.042, 0.025, 0.026], [-0.001, 0.002, 0.002], [0.016, -0.009, 0.007], [-0.033, 0.014, -0.016], [0.003, 0.016, 0.002], [0.004, 0.006, 0.004], [-0.004, -0.010, -0.004], [-0.001, 0.005, -0.007], [0.009, 0.007, 0.011], [0.020, -0.022, -0.015], [-0.024, -0.046, -0.046], [0.013, -0.016, -0.014], [0.052, 0.029, 0.081], [-0.163, 0.222, -0.098], [0.238, -0.065, -0.094], [0.397, -0.322, 0.486], [-0.043, 0.071, 0.140], [0.017, -0.015, -0.049], [0.010, 0.005, -0.008], [0.012, 0.000, -0.001], [0.025, 0.035, -0.004], [-0.055, 0.019, -0.078], [-0.037, 0.032, -0.004], [0.003, 0.016, 0.008], [0.011, -0.015, -0.010], [0.009, 0.039, 0.001], [-0.024, -0.015, 0.016], [0.010, 0.027, -0.022], [-0.001, 0.000, 0.003], [-0.034, -0.014, -0.001], [0.009, -0.010, 0.016], [0.005, 0.007, 0.008], [0.006, -0.001, -0.002], [-0.026, -0.005, -0.010], [0.180, 0.144, 0.003], [-0.095, -0.173, 0.287], [-0.150, 0.002, -0.054], [0.135, -0.255, -0.373], [-0.302, 0.312, 0.300], [0.189, 0.125, -0.021], [0.034, 0.000, 0.010], [0.013, -0.005, 0.001], [0.006, -0.027, -0.004], [0.006, -0.019, 0.015], [0.015, 0.049, 0.024], [-0.049, -0.022, 0.006], [0.020, 0.043, 0.013], [0.020, -0.061, 0.076], [0.009, 0.032, -0.002], [-0.297, 0.239, 0.180], [0.095, -0.169, 0.140], [0.006, 0.000, 0.012], [-0.005, 0.006, 0.001], [0.001, 0.014, -0.023], [-0.014, 0.025, -0.036], [-0.137, -0.071, -0.359], [0.334, 0.066, 0.177], [-0.187, 0.196, -0.097], [0.048, -0.053, -0.006], [-0.013, -0.041, -0.029], [-0.059, 0.026, -0.002], [-0.022, 0.002, -0.033], [-0.028, -0.041, 0.000], [-0.218, -0.088, -0.097], [0.048, 0.008, 0.005], [0.032, 0.045, -0.002], [-0.008, -0.003, 0.003], [-0.006, 0.001, -0.012], [0.014, 0.051, 0.036], [-0.011, -0.047, 0.143], [0.020, -0.054, -0.061], [-0.014, 0.016, -0.004], [0.010, 0.005, 0.000], [-0.003, -0.005, 0.011], [-0.023, 0.108, 0.054], [0.032, -0.022, -0.064], [0.007, 0.001, -0.004], [-0.003, -0.004, -0.001], [-0.008, -0.001, 0.003], [-0.012, 0.016, -0.018], [-0.039, -0.013, 0.010], [-0.023, -0.019, 0.017], [0.009, 0.010, -0.008], [0.003, 0.002, 0.002], [-0.009, -0.013, 0.029], [-0.089, -0.012, 0.004], [-0.006, 0.004, -0.006], [0.000, 0.007, 0.008], [0.000, -0.002, -0.009], [0.003, -0.012, -0.001]]}

=====

(2)
{"formula": "C3H3Br2F3O2", "method": "the ωB97M-V functional and the def2-TZVPD basis", "gap_ev": [8.496, 5.707], "homo_energy_ev": [-8.6, -7.4], "symbols": ["C", "C", "C", "O", "O", "F", "F", "F", "Br", "Br", "H", "H", "H"], "positions_angstrom": [[-0.8415, 0.5917, 1.8660], [0.0129, 0.2420, -1.0625], [-1.0812, 0.8025, -1.9419], [0.0043, -0.9414, -0.5947], [1.1326, 0.9545, -1.0030], [-1.0175, 2.1870, -1.9500], [-0.8587, 0.3603, -3.1890], [-2.2796, 0.4177, -1.4568], [0.8247, 1.3675, 2.4997], [-0.8709, -1.3255, 2.1077], [-1.6803, 0.9039, 2.4645], [0.7264, -1.0810, 0.1188], [1.4730, 1.1390, -0.1006]], "atomic_forces_ev_per_a": [[0.524, -0.594, -0.426], [0.894, 2.443, 1.964], [0.224, 0.857, 0.924], [0.854, -2.269, 0.630], [0.094, 0.400, -0.355], [-0.256, -2.155, -0.122], [-0.832, 0.249, 0.033], [0.725, 0.281, -1.076], [-0.342, -0.120, -0.340], [0.127, 0.131, 0.127], [-0.104, 0.680, 0.031], [-1.558, 0.238, -1.411], [-0.350, -0.143, 0.022]]}

=====

(3)
{"formula": "ClHg2", "method": "the ωB97M-V functional and the def2-TZVPD basis", "gap_ev": 7.160, "total_charge": 3, "homo_energy_ev": -26.5, "symbols": ["Hg", "Hg", "Cl"], "positions_angstrom": [[-2.7177, -0.2037, -0.5562], [-3.0674, 1.0799, -5.2251], [-2.5736, 1.5585, -2.8074]], "atomic_forces_ev_per_a": [[0.067, 0.639, -0.721], [0.136, 0.183, 0.574], [-0.203, -0.822, 0.147]]}

=====

(4)
{"formula": "C5H14N2O", "method": "the ωB97M-V functional and the def2-TZVPD basis", "gap_ev": 9.480, "smiles": "CC(N)=O.CN(C)C", "homo_energy_ev": -8.7, "symbols": ["C", "C", "N", "O", "H", "H", "H", "H", "H", "C", "N", "C", "C", "H", "H", "H", "H", "H", "H", "H", "H", "H"], "positions_angstrom": [[2.9772, 4.1795, -1.8970], [2.3915, 2.9706, -1.2008], [1.1274, 2.6381, -1.6001], [2.9903, 2.3320, -0.3465], [3.9925, 4.3647, -1.5079], [2.3613, 5.0760, -1.7139], [3.0424, 4.0137, -2.9855], [0.6291, 3.1741, -2.3149], [0.6800, 1.8284, -1.1633], [-1.3700, -1.4451, 2.1523], [-1.5534, -1.9576, 0.8034], [-0.4638, -2.8584, 0.4607], [-2.8259, -2.6555, 0.7048], [-0.4132, -0.8995, 2.2114], [-1.3616, -2.2523, 2.9039], [-2.1887, -0.7470, 2.3949], [-0.4162, -3.7268, 1.1390], [-0.6001, -3.2246, -0.5707], [0.4943, -2.3148, 0.5173], [-2.8806, -3.5152, 1.3937], [-3.6467, -1.9591, 0.9453], [-2.9656, -3.0214, -0.3263]], "atomic_forces_ev_per_a": [[0.447, 0.355, -0.057], [0.117, -0.360, 0.364], [-0.455, -0.102, -0.159], [-0.378, 0.407, -0.542], [-0.527, -0.138, -0.167], [0.177, -0.354, -0.101], [-0.089, 0.059, 0.395], [0.406, -0.507, 0.641], [0.291, 0.622, -0.363], [0.042, 0.456, -0.084], [-0.015, -0.189, 0.149], [0.190, 0.226, -0.361], [-0.194, 0.260, -0.321], [-0.373, -0.193, 0.027], [0.004, 0.032, 0.021], [0.329, -0.251, -0.047], [0.028, -0.007, -0.024], [0.095, 0.113, 0.389], [-0.337, -0.249, -0.038], [-0.035, -0.003, -0.017], [0.273, -0.297, -0.102], [0.005, 0.121, 0.399]]}

=====

Q: Number 2 is which compound?
A: C3H3Br2F3O2